1.
H10O4S2 | ωB97M-V/def2-TZVPD

```
16
Properties=species:S:1:pos:R:3:lowdin_charge:R:1
S 2.2553 -1.0493 0.0474 0.20
S 3.3199 -2.6211 0.7460 0.22
H 2.4336 -0.1364 1.0279 -0.19
H 4.4646 -2.4607 0.0573 -0.21
O -3.1419 0.0133 -2.0393 -0.07
H -3.1055 0.8976 -1.6392 0.04
H -3.8991 0.0969 -2.6295 0.04
O -1.1230 0.7562 0.8681 -0.05
H -0.6525 1.1438 0.1074 0.02
H -1.8032 0.2486 0.4433 0.02
O 0.6971 -0.1565 3.0010 -0.07
H -0.0835 -0.2346 2.4328 0.00
H 0.5029 -0.6515 3.7718 0.01
O -0.2617 1.5577 -1.9035 -0.06
H 0.4682 1.9964 -2.3286 0.04
H -0.0712 0.5997 -1.9630 0.06
```

The structure (SMILES) is SS.O.O.O.O. The energy relative to the best compared isomer or geometry (same formula, charge and spin) is 0.399 eV. The value obtained for the HOMO-LUMO gap is 9.63 eV. Its total charge is 0. Its HOMO energy is -0.3431 Eh.



2.
H10O5 | ωB97M-V/def2-TZVPD

```
15
Properties=species:S:1:pos:R:3:lowdin_charge:R:1
O 2.2814 1.4014 0.2235 0.00
H 1.8654 1.7574 0.9925 0.02
H 1.6964 0.7434 0.0465 -0.07
O -1.1616 -0.3226 1.4465 0.01
H -1.2676 -0.0926 2.3335 0.02
H -0.8436 0.4504 1.0005 0.02
O -0.7406 1.9644 -1.0885 -0.05
H -0.6116 2.7384 -1.7025 0.08
H -1.0536 2.4464 -0.3395 0.02
O 0.9934 -0.8616 -1.3835 -0.05
H 0.1504 -0.3436 -1.4955 0.05
H 0.6884 -1.7256 -1.6055 0.01
O -0.6436 -2.7976 0.1605 -0.04
H -0.8646 -3.3966 0.8315 0.01
H -0.4886 -1.9616 0.5805 -0.02
```

The structure (SMILES) is O.O.O.O.O. The energy relative to the best compared isomer or geometry (same formula, charge and spin) is 1.437 eV. The value obtained for the HOMO-LUMO gap is 11.03 eV. Its total charge is 0. Its HOMO energy is -0.4040 Eh.



3.
H10O5 | ωB97M-V/def2-TZVPD

```
15
Properties=species:S:1:pos:R:3:lowdin_charge:R:1
O -26.8770 13.8324 15.8538 -0.04
H -26.9264 13.4956 14.9508 0.06
H -27.5262 14.5446 15.8942 0.06
O -24.6490 12.5305 17.0791 -0.08
H -25.5347 12.8704 16.8493 0.01
H -24.2550 12.2527 16.2266 0.00
O -23.0536 10.4663 18.6066 -0.07
H -23.4672 9.5971 18.6014 0.03
H -23.5332 10.9752 17.9330 -0.01
O -23.2272 11.5203 14.8322 -0.04
H -22.4624 12.0351 14.5469 0.06
H -22.9449 10.5999 14.7687 0.06
O -25.2432 15.2297 18.6402 -0.06
H -24.3655 15.5845 18.8127 0.03
H -25.1045 14.5651 17.9505 -0.01
```

The structure (SMILES) is O.O.O.O.O. The energy relative to the best compared isomer or geometry (same formula, charge and spin) is 0.844 eV. The value obtained for the HOMO-LUMO gap is 11.12 eV. Its total charge is 0. Its HOMO energy is -0.3958 Eh.



4.
H10O5 | ωB97M-V/def2-TZVPD

```
15
Properties=species:S:1:pos:R:3:lowdin_charge:R:1
O -1.8296 -2.2242 0.6039 -0.05
H -0.9152 -2.4212 0.8387 0.04
H -1.9033 -1.4411 0.0844 -0.03
O -0.0956 0.9424 1.1779 -0.02
H -0.4641 1.6407 1.6684 0.03
H -0.5453 0.8567 0.3538 -0.01
O 1.8826 -0.9964 1.5677 -0.06
H 2.6188 -0.4588 1.2513 0.03
H 1.1393 -0.4243 1.7128 -0.03
O -1.6938 0.3769 -1.1064 -0.02
H -1.4505 -0.2413 -1.7721 0.05
H -2.4925 0.8546 -1.3303 0.07
O 1.7600 0.8104 -1.8006 -0.10
H 1.7934 1.2053 -0.8957 0.03
H 2.1956 1.5204 -2.3537 0.06
```

The structure (SMILES) is O.O.O.O.O. The energy relative to the best compared isomer or geometry (same formula, charge and spin) is 1.042 eV. The value obtained for the HOMO-LUMO gap is 11.06 eV. Its total charge is 0. Its HOMO energy is -0.3981 Eh.



5.
H10O5 | ωB97M-V/def2-TZVPD

```
15
Properties=species:S:1:pos:R:3:lowdin_charge:R:1
O 0.1489 -0.4192 -1.1174 -0.05
H 0.7501 -0.7413 -1.8339 0.06
H -0.5576 -0.2708 -1.7094 0.00
O -0.8329 -0.9795 2.6911 -0.03
H -0.9362 -0.8487 3.5787 -0.03
H -0.7260 -0.1360 2.1948 0.06
O -3.6805 -2.0120 -0.9750 -0.07
H -2.7885 -1.8003 -0.7272 0.00
H -3.4856 -2.3121 -1.9126 0.07
O -1.1177 4.2786 -0.1475 -0.03
H -1.3885 3.5196 0.2768 -0.02
H -0.1525 4.2042 -0.1167 0.05
O 5.1444 -0.6309 -0.3482 -0.04
H 4.6029 -0.3131 0.3975 0.05
H 5.0197 -1.5385 -0.2512 -0.01
```

The structure (SMILES) is O.O.O.O.O. The energy relative to the best compared isomer or geometry (same formula, charge and spin) is 1.978 eV. The value obtained for the HOMO-LUMO gap is 11.71 eV. Its total charge is 0. Its HOMO energy is -0.4273 Eh.



6.
H10O5 | ωB97M-V/def2-TZVPD

```
15
Properties=species:S:1:pos:R:3:lowdin_charge:R:1
O 1.4735 2.4579 0.3911 -0.06
H 1.1137 2.5274 -0.5004 0.03
H 0.7018 2.2869 0.9427 0.03
O -0.6925 -1.9016 0.8298 -0.06
H -1.6208 -1.6444 0.7961 0.00
H -0.3875 -1.5678 1.6810 0.04
O 4.9265 -0.9334 -0.3572 -0.06
H 5.0975 -0.1056 -0.8203 0.03
H 3.9739 -1.0553 -0.4388 0.03
O -2.6969 -0.7696 -0.6954 -0.11
H -2.6470 -1.7322 -0.6900 0.06
H -1.9485 -0.4990 -1.2391 0.07
O -2.7568 1.0756 -0.1687 -0.09
H -1.8501 1.0285 -0.4921 0.04
H -2.6870 0.8325 0.7614 0.06
```

The structure (SMILES) is O.O.O.O.O. The energy relative to the best compared isomer or geometry (same formula, charge and spin) is 3.457 eV. The value obtained for the HOMO-LUMO gap is 9.91 eV. Its total charge is 0. Its HOMO energy is -0.3656 Eh.



7.
H11NO4 | ωB97M-V/def2-TZVPD

```
16
Properties=species:S:1:pos:R:3:lowdin_charge:R:1
N 1.9070 0.5238 0.3021 0.03
H 1.5468 0.4569 -0.6513 0.00
H 2.9134 0.4331 0.2420 0.03
H 1.6991 1.4773 0.5798 0.04
O -1.5847 1.6474 -0.1686 -0.08
H -2.0715 0.9966 0.3774 0.02
H -0.7219 1.2264 -0.2497 -0.02
O -2.1182 -0.9617 1.0586 -0.06
H -2.5065 -1.5787 0.4330 0.05
H -1.1592 -1.0753 0.9901 0.00
O 0.6028 -1.9443 1.1485 -0.08
H 1.2569 -2.6393 1.2400 0.04
H 1.0991 -1.1028 1.0805 -0.01
O 0.0916 0.7723 -2.1637 -0.07
H -0.6145 0.1313 -2.0094 0.05
H -0.3401 1.6372 -2.2094 0.05
```

The structure (SMILES) is N.O.O.O.O. The energy relative to the best compared isomer or geometry (same formula, charge and spin) is 0.534 eV. The value obtained for the HOMO-LUMO gap is 11.53 eV. Its total charge is 0. Its HOMO energy is -0.4022 Eh.



8.
H12KO6 | ωB97M-V/def2-TZVPD

```
19
Properties=species:S:1:pos:R:3:lowdin_charge:R:1
K -1.0363 -10.9032 -16.4834 0.90
O 0.6370 -8.6111 -16.2308 -0.10
H 0.1316 -7.8094 -16.0389 0.05
H 1.4580 -8.5058 -15.7346 0.06
O -3.4704 -11.0976 -17.9055 -0.10
H -3.9929 -10.3711 -18.2673 0.06
H -4.0845 -11.8408 -17.8460 0.06
O 1.0215 -11.0583 -18.3769 -0.10
H 1.8650 -10.9781 -17.9139 0.05
H 1.2572 -11.2896 -19.2841 0.06
O -2.4252 -8.4839 -15.7078 -0.08
H -3.1232 -8.7743 -15.1047 0.06
H -2.8711 -8.3183 -16.5488 0.05
O -1.1131 -13.8170 -16.4615 -0.09
H -1.3655 -14.7446 -16.5508 0.06
H -0.1471 -13.8177 -16.4428 0.04
O -1.6181 -11.2963 -13.7164 -0.09
H -0.8805 -11.5389 -13.1412 0.06
H -2.0901 -12.1263 -13.8768 0.05
```

The energy relative to the best compared isomer or geometry (same formula, charge and spin) is 0.000 eV. The value obtained for the HOMO-LUMO gap is 11.87 eV. Its total charge is +1. Its HOMO energy is -0.5494 Eh.



9.
H12Li4O10S | ωB97M-V/def2-TZVPD

```
27
Properties=species:S:1:pos:R:3:lowdin_charge:R:1
Li -0.0556 1.5941 -3.2826 0.90
Li -1.7171 -1.7198 -2.5095 0.88
Li 1.0942 -1.6178 1.7603 0.84
Li -2.5530 2.3883 -0.8404 0.90
S -0.2360 -0.0351 -0.5613 0.35
O -1.2181 0.9773 -0.1602 -0.43
O 0.7621 -0.2609 0.5173 -0.38
O -0.7947 -1.3666 -0.9343 -0.41
O 0.4599 0.4452 -1.7386 -0.42
O -3.5763 -0.1815 0.9048 -0.01
H -3.9013 -0.7584 0.2136 0.05
H -2.7738 0.1960 0.5446 -0.05
O 1.9582 -2.2388 -1.6610 -0.02
H 2.5365 -1.4808 -1.7462 0.03
H 1.1300 -1.8748 -1.3480 -0.05
O -1.2590 1.7667 2.2877 -0.03
H -0.9790 1.5799 1.3917 -0.06
H -1.2506 2.7220 2.3475 0.05
O -1.1870 -2.1133 1.9407 -0.05
H -1.4840 -1.6711 1.1454 -0.02
H -1.7030 -1.7169 2.6426 0.07
O 3.0587 1.1268 1.1901 -0.03
H 3.5125 0.4535 1.6970 0.05
H 2.2950 0.6792 0.8260 -0.04
O 2.9256 0.8785 -1.7394 -0.04
H 1.9908 0.7139 -1.8627 -0.08
H 2.9652 1.5143 -1.0250 0.03
```

The value obtained for the HOMO-LUMO gap is 7.04 eV. Its total charge is +2. Its HOMO energy is -0.5948 Eh.



10.
H12MgO6 | ωB97M-V/def2-TZVPD

```
19
Properties=species:S:1:pos:R:3:lowdin_charge:R:1
Mg 0.1013 -0.0462 -0.0338 0.60
O 0.7923 0.0834 -1.9409 0.02
H 1.3696 0.7958 -2.2158 0.11
H 0.4928 -0.3122 -2.7595 0.12
O 0.1640 -2.0491 0.2485 0.01
H -0.1651 -2.4402 1.0577 0.11
H 0.1951 -2.7756 -0.3739 0.12
O -0.1843 1.8179 -0.1968 0.00
H 0.0728 2.2334 -1.0199 0.11
H -0.4306 2.5465 0.3731 0.13
O -0.6301 -0.0410 1.9275 0.00
H -0.5875 0.4075 2.7721 0.12
H -1.4150 -0.5858 1.9845 0.10
O -1.8026 -0.1972 -0.7402 0.00
H -2.1416 -0.8255 -1.3779 0.11
H -2.4576 0.5005 -0.7192 0.11
O 1.8919 0.2111 0.7929 0.01
H 2.7541 -0.2024 0.7488 0.12
H 1.9806 0.8791 1.4726 0.11
```

The energy relative to the best compared isomer or geometry (same formula, charge and spin) is 0.472 eV. The value obtained for the HOMO-LUMO gap is 13.42 eV. Its total charge is +2. Its HOMO energy is -0.7524 Eh.



11.
H12NO4 | ωB97M-V/def2-TZVPD

```
17
Properties=species:S:1:pos:R:3:lowdin_charge:R:1
N 1.2730 0.1841 1.0151 0.29
H 1.5152 0.5117 1.9802 0.09
H 0.9901 -0.8013 1.0135 0.09
H 1.9343 0.3918 0.2668 0.15
H 0.4614 0.7308 0.7100 0.13
H -0.5321 1.1582 -5.1080 0.05
H -1.0477 -0.2568 -5.0167 0.04
O -1.0377 0.5752 -4.5310 -0.05
H -1.0132 -1.9610 1.6254 0.07
H -0.5209 -2.8227 0.4930 0.07
O -0.1961 -2.2569 1.2038 -0.05
H -1.0701 0.2485 -2.0558 0.01
H -2.3805 0.3359 -1.4209 0.05
O -1.4465 0.3276 -1.1665 -0.07
H 1.5970 2.0183 4.0367 0.08
H 1.1413 0.6112 4.2350 0.08
O 1.4296 1.2110 3.5336 -0.04
```

The energy relative to the best compared isomer or geometry (same formula, charge and spin) is 0.707 eV. The value obtained for the HOMO-LUMO gap is 11.41 eV. Its total charge is +1. Its HOMO energy is -0.5324 Eh.



12.
H12NO4 | ωB97M-V/def2-TZVPD

```
17
Properties=species:S:1:pos:R:3:lowdin_charge:R:1
N 0.4272 1.1648 -0.0615 0.29
H 0.6504 2.0258 -0.5701 0.11
H -0.5598 1.2394 0.1993 0.13
H 0.5814 0.2839 -0.5748 0.11
H 1.0238 1.0633 0.7590 0.14
H -1.5989 -0.0588 3.0953 0.04
H -0.7955 -0.9566 2.2489 0.05
O -0.9024 -0.0186 2.4607 -0.04
H 1.5334 -3.7896 0.2972 0.04
H 1.1733 -3.2083 1.7084 0.05
O 1.4094 -2.9884 0.7944 -0.05
H 0.2978 -2.0038 -1.1281 0.03
H -0.6131 -1.4441 -2.1830 0.07
O -0.3860 -1.3325 -1.2453 -0.05
H -1.5546 3.1178 -1.8507 0.06
H -0.0619 3.6795 -2.2777 0.05
O -0.6245 3.2262 -1.6718 -0.03
```

The energy relative to the best compared isomer or geometry (same formula, charge and spin) is 0.942 eV. The value obtained for the HOMO-LUMO gap is 12.08 eV. Its total charge is +1. Its HOMO energy is -0.5574 Eh.



| no. | LUMO (eV) |
| --- | --- |
| 1 | 0.3 |
| 2 | 0.0 |
| 3 | 0.4 |
| 4 | 0.2 |
| 5 | 0.1 |
| 6 | 0.0 |
| 7 | 0.6 |
| 8 | -3.1 |
| 9 | -9.1 |
| 10 | -7.1 |
| 11 | -3.1 |
| 12 | -3.1 |